No. 1
24
Properties=species:S:1:pos:R:3:forces:R:3:nbo_charge:R:1 method="wB97M-V/def2-TZVPD" total_energy_ha=-426.5154 smiles=Cc1ccc(O)cc1.CC e_above_lowest_kcal_mol=36.01
C -2.361191 0.568854 2.522173 1.12 -0.33 -0.23 -0.613
C -0.932238 0.046138 2.276269 0.20 1.81 -1.40 -0.611
H -2.900820 0.087892 1.700419 -0.78 0.81 0.31 0.201
H -2.795475 0.364961 3.497365 0.02 -0.65 -0.01 0.203
H -2.297115 1.656194 2.512070 -0.46 0.04 -0.62 0.207
H -0.228721 0.397719 3.015572 0.25 -0.92 0.82 0.210
H -0.492950 0.618063 1.403292 -0.88 -0.51 0.56 0.211
H -0.888673 -0.979789 1.901212 0.17 0.07 1.09 0.192
C 2.716606 1.397058 -1.655106 -1.83 -0.30 0.68 -0.622
C -0.604257 -0.536758 -2.062163 2.83 -0.45 2.23 -0.235
C -0.539619 -1.268123 -0.838459 -2.23 0.56 -1.70 0.292
C 0.521128 0.254419 -2.342401 -2.57 -0.18 -0.13 -0.204
C 1.509150 0.472983 -1.398708 2.20 -0.56 -1.09 -0.040
C 0.506007 -1.202600 0.040150 1.86 -0.80 -1.91 -0.296
C 1.611702 -0.397745 -0.330663 -2.16 0.64 1.71 -0.198
O -1.697535 -2.006195 -0.654296 0.09 -0.41 0.43 -0.698
H -1.399321 -0.708154 -2.745003 -0.54 0.04 -0.35 0.225
H 0.382271 0.759218 -3.282052 0.87 0.59 -0.23 0.211
H 0.703948 -2.022419 0.710373 -0.48 0.21 0.76 0.225
H -1.983965 -2.030932 0.266127 0.33 -0.04 -0.02 0.478
H 3.597729 0.825201 -1.418621 0.50 0.18 0.18 0.217
H 2.523471 2.206812 -0.926514 0.82 0.09 -0.66 0.219
H 2.289263 -0.224501 0.501072 0.73 -0.17 -0.56 0.209
H 2.760606 1.721705 -2.692108 -0.04 0.30 0.14 0.216

=====

No. 2
24
Properties=species:S:1:pos:R:3:forces:R:3:nbo_charge:R:1 method="wB97M-V/def2-TZVPD" total_energy_ha=-426.5373 smiles=Cc1ccc(O)cc1.CC e_above_lowest_kcal_mol=22.25
C -0.520487 -2.419655 1.745930 0.25 0.30 0.25 -0.634
C -0.329336 -0.455597 0.268519 -1.59 0.59 -1.58 -0.211
C -1.161452 -1.341532 0.888420 -0.52 -1.57 1.31 -0.020
C -0.930851 0.438018 -0.686575 1.60 0.58 0.90 -0.290
C -2.289175 0.546764 -0.745730 -1.52 -0.95 1.36 0.281
C -2.591304 -1.321015 0.790984 3.16 0.18 -0.37 -0.203
C -3.100653 -0.347948 -0.000475 -1.38 -0.30 -0.94 -0.242
O -3.020618 1.504521 -1.396705 0.88 -0.20 -0.54 -0.658
H 0.731582 -0.507582 0.467519 -0.09 0.10 -0.28 0.218
H -0.297965 1.143559 -1.244579 -0.25 -0.29 0.21 0.206
H -1.210071 -3.169467 2.145209 -0.10 0.36 0.02 0.211
H -0.010044 -1.904625 2.565868 -0.05 -0.36 0.20 0.216
H -3.078465 -2.141352 1.287769 -0.71 0.21 -0.03 0.218
H -2.389269 1.915343 -1.991506 -0.17 0.52 -0.32 0.472
H -4.170952 -0.412109 -0.221775 0.26 0.67 0.14 0.220
H 0.243785 -2.983559 1.212781 0.05 0.09 -0.20 0.213
C 3.016215 0.757260 -0.327804 0.67 -1.12 0.37 -0.611
C 3.070680 2.091902 -1.044290 -0.85 0.91 0.99 -0.613
H 3.854814 0.026656 -0.391952 0.05 1.01 -0.30 0.205
H 2.957959 1.025953 0.736998 -0.27 -0.43 -0.18 0.205
H 2.188781 0.114345 -0.601255 -0.44 0.32 -0.08 0.198
H 3.836075 2.687465 -0.503913 -0.36 0.00 -0.86 0.208
H 3.119981 2.186384 -2.124112 0.64 -0.55 -0.11 0.210
H 2.080772 2.566270 -0.829326 0.73 -0.04 0.06 0.199

=====

No. 3
24
Properties=species:S:1:pos:R:3:forces:R:3:nbo_charge:R:1 method="wB97M-V/def2-TZVPD" total_energy_ha=-426.5372 smiles=Cc1ccc(O)cc1.CC e_above_lowest_kcal_mol=22.33
C 2.773188 1.662707 -1.707608 0.20 1.49 -0.33 -0.625
C 2.661735 0.380940 -2.506589 0.59 0.69 -1.03 -0.617
H 3.154002 2.551908 -2.234226 -0.03 -0.50 -0.86 0.202
H 1.770469 2.045471 -1.470552 0.44 -0.41 1.13 0.202
H 3.563980 1.634020 -0.951454 -0.90 -0.34 0.71 0.214
H 3.309988 0.477148 -3.390206 0.12 -0.51 0.33 0.204
H 1.673436 0.287160 -2.934069 -0.38 -0.29 0.15 0.207
H 2.919083 -0.493759 -1.919720 -0.06 -0.13 -0.08 0.212
C -1.564255 -0.781971 3.559652 -0.90 1.69 -0.72 -0.632
C -1.659954 -1.662548 -0.155292 0.63 1.62 -0.16 -0.264
C -1.740462 -1.684966 1.224284 -0.97 -1.29 0.33 -0.182
C -1.089945 -0.504111 -0.764576 -1.64 -0.17 1.11 0.314
C -1.345439 -0.659504 2.074496 0.21 -0.38 -0.79 -0.061
C -0.697506 0.554583 0.044518 -0.16 -1.12 -0.24 -0.302
C -0.791016 0.423377 1.420729 0.49 1.36 0.73 -0.175
O -1.229540 -0.393391 -2.103896 0.24 -0.70 -1.07 -0.687
H -2.194947 -2.372055 -0.769140 0.32 -0.23 -0.04 0.226
H -2.265400 -2.530582 1.700212 0.32 0.26 -0.36 0.201
H -1.380979 0.495828 -2.426258 0.19 0.28 0.36 0.485
H -0.394236 1.492544 -0.378093 0.30 0.23 -0.21 0.209
H -1.163960 0.136651 3.995317 0.89 -0.67 0.58 0.221
H -1.277475 -1.757347 3.914022 0.48 0.05 0.57 0.226
H -0.413614 1.300329 1.956331 -0.28 -0.35 0.28 0.203
H -2.617151 -0.602432 3.822118 -0.11 -0.58 -0.38 0.218

=====

No. 4
24
Properties=species:S:1:pos:R:3:forces:R:3:nbo_charge:R:1 method="wB97M-V/def2-TZVPD" total_energy_ha=-426.5175 smiles=Cc1ccc(O)cc1.CC e_above_lowest_kcal_mol=34.69
C 1.109893 2.496920 -2.202262 2.26 -1.26 -4.78 -0.608
C 1.180848 0.260267 -1.168196 0.66 -2.68 1.12 -0.190
C 0.485342 1.171397 -1.938926 -0.31 0.30 0.63 -0.081
C 0.725489 -1.023701 -0.810055 -3.83 0.88 -1.96 -0.251
C -0.797821 0.847496 -2.340157 -0.14 -0.48 -1.33 -0.169
C -0.639208 -1.345159 -1.336072 3.19 -0.67 1.62 0.311
C -1.275505 -0.470664 -2.128920 -2.29 2.16 -1.22 -0.310
O -1.183009 -2.555788 -1.035538 -2.34 -0.62 -0.57 -0.677
H 2.180701 0.473504 -0.829824 0.23 0.44 0.03 0.208
H 1.183942 -1.768475 -0.183028 0.46 0.17 0.03 0.227
H 0.683683 3.270695 -1.714636 -1.47 2.51 1.75 0.213
H 0.973034 2.706337 -3.352307 0.08 -0.12 2.00 0.206
H -1.388255 1.537772 -3.002884 0.65 -0.71 0.88 0.214
H -2.290787 -0.728910 -2.558828 1.24 0.21 0.58 0.204
H -2.161884 -2.624508 -1.370068 2.87 0.43 0.85 0.483
H 2.234416 2.587274 -2.114193 -1.25 -0.57 0.38 0.219
C 0.196967 -0.017983 3.879761 -2.03 -1.63 2.41 -0.587
C -0.434938 -1.155147 3.087307 2.76 -1.13 0.66 -0.606
H -0.508767 0.159408 4.799634 1.59 -0.15 -1.46 0.190
H 1.176023 -0.239850 4.208231 1.08 -0.27 0.60 0.198
H 0.247165 0.863127 3.347624 -0.10 1.97 -1.29 0.200
H -0.270227 -2.154099 3.521895 -0.23 0.44 0.61 0.198
H 0.004596 -1.351673 2.121843 -0.26 0.73 -0.73 0.206
H -1.431702 -0.938236 3.119609 -2.82 0.04 -0.83 0.202

=====

No. 5
24
Properties=species:S:1:pos:R:3:forces:R:3:nbo_charge:R:1 method="wB97M-V/def2-TZVPD" total_energy_ha=-426.5334 smiles=Cc1ccc(O)cc1.CC e_above_lowest_kcal_mol=24.72
C 0.559471 -0.009066 -3.584608 1.51 -0.64 1.67 -0.613
C 0.851687 -1.370698 -2.832250 0.21 1.85 -0.56 -0.613
H 1.145402 0.033426 -4.497083 -0.62 0.11 -0.42 0.207
H -0.509132 0.118222 -3.631998 -0.19 0.23 -0.71 0.205
H 0.955409 0.783980 -2.945452 -0.17 0.21 -0.17 0.203
H 1.566117 -1.963332 -3.378490 -0.18 -0.56 -0.34 0.202
H 1.311855 -1.195230 -1.864781 -0.24 0.05 0.25 0.205
H -0.126393 -1.776622 -2.731882 -0.35 -1.24 0.34 0.204
C 0.620835 2.157489 2.910234 1.04 1.28 0.51 -0.637
C -0.660359 1.348775 0.943612 -0.15 -0.43 -1.42 -0.185
C 0.168314 1.052137 2.023436 0.17 0.40 -0.84 -0.060
C -1.249786 0.341261 0.188169 -0.37 -0.52 1.47 -0.259
C 0.457726 -0.284167 2.238797 -0.32 -0.48 1.25 -0.179
C -1.211863 -0.953908 0.708199 -1.01 0.19 -0.62 0.295
C -0.339614 -1.303401 1.718616 0.63 0.28 -1.05 -0.289
O -2.198938 -1.798251 0.217599 0.92 -0.41 -0.13 -0.684
H -0.838094 2.333576 0.532167 0.18 0.41 0.63 0.213
H -1.952894 0.504813 -0.613153 0.11 0.31 -0.17 0.224
H -0.176939 2.898528 2.998471 -0.27 -0.40 0.60 0.223
H 1.437106 2.847504 2.639902 0.13 -0.62 -1.02 0.221
H 1.195672 -0.549264 2.989278 -0.05 0.06 0.06 0.209
H -0.203624 -2.352437 1.947576 0.03 0.06 0.37 0.215
H -1.827764 -2.690002 0.155412 -0.26 0.10 0.09 0.474
H 1.025805 1.826668 3.868231 -0.75 -0.23 0.22 0.219

=====

No. 6
24
Properties=species:S:1:pos:R:3:forces:R:3:nbo_charge:R:1 method="wB97M-V/def2-TZVPD" total_energy_ha=-426.5497 smiles=Cc1ccc(O)cc1.CC e_above_lowest_kcal_mol=14.50
C -2.315739 1.252604 1.239149 -0.53 -0.23 0.95 -0.637
C -0.587262 0.900974 -0.549386 -0.46 1.06 -0.43 -0.201
C -1.795468 0.528523 0.040823 0.36 -0.71 0.20 -0.047
C -0.038060 0.239705 -1.625203 -0.07 -0.74 -0.09 -0.254
C -2.415340 -0.612367 -0.453029 0.48 -0.15 -0.21 -0.187
C -0.619884 -0.959553 -2.045673 0.17 0.52 0.40 0.286
C -1.805044 -1.364797 -1.457494 0.15 -0.44 0.40 -0.272
O 0.015900 -1.695341 -3.015194 0.04 1.05 -0.45 -0.689
H -0.142432 1.853087 -0.277836 0.13 -0.16 0.35 0.212
H 0.882359 0.582623 -2.074816 0.02 -0.01 -0.09 0.225
H -1.533310 1.685101 1.865885 0.12 0.70 -0.67 0.222
H -2.771516 0.622861 2.018020 -0.20 -0.46 -0.68 0.218
H -3.343559 -0.978991 -0.039158 -0.03 0.02 0.21 0.211
H -2.142129 -2.380314 -1.630663 -0.38 0.15 -0.42 0.210
H 0.120561 -2.586823 -2.730347 -0.04 -1.08 0.30 0.479
H -3.106800 1.938946 0.939826 0.25 0.49 0.23 0.223
C 2.272489 0.401031 1.794600 0.62 1.00 0.03 -0.621
C 3.112614 -0.239732 0.675690 -0.13 0.45 -0.14 -0.621
H 2.519842 1.465992 1.859970 -0.07 0.03 -0.10 0.201
H 1.207203 0.379921 1.580526 -0.06 -0.35 0.15 0.211
H 2.489816 0.059772 2.805383 -0.18 -0.50 -0.11 0.208
H 3.750970 0.488705 0.174020 -0.04 0.23 0.12 0.202
H 3.811574 -1.003304 1.011420 -0.38 -0.33 0.01 0.208
H 2.433217 -0.578613 -0.106517 0.23 -0.53 0.05 0.211